{"formula": "C5H7N3O3", "method": "ωB97M-V/def2-TZVPD", "smiles": "CO/N=N/C(N)=C\\[C@@H]1OC1=O", "lumo_energy_ev": 0.328, "e_homo_ev": -8.51, "charge": 0, "total_energy_ha": -584.5301, "mol_weight_g_mol": 157.13, "symbols": ["O", "O", "O", "N", "N", "N", "C", "C", "C", "C", "C", "H", "H", "H", "H", "H", "H", "H"], "positions_angstrom": [[4.479, 0.454, 0.402], [2.927, 0.489, -1.356], [-2.036, 1.779, 0.621], [-0.937, -0.029, 0.348], [-1.100, 0.943, 1.107], [-0.579, -2.189, 0.721], [1.376, -1.000, 0.014], [1.997, 0.272, -0.236], [-2.664, 1.561, -0.592], [3.421, 0.475, -0.145], [0.080, -1.053, 0.439], [2.036, -1.880, -0.115], [-3.448, 0.727, -0.653], [1.332, 1.171, -0.052], [-1.519, -2.290, 1.092], [-0.203, -3.126, 0.598], [-2.087, 1.050, -1.437], [-3.073, 2.645, -0.755]], "forces_ev_per_a": [[-0.2, 0.3, -0.3], [0.6, 0.0, -2.1], [0.3, 0.2, 1.6], [0.3, 1.1, -0.3], [1.3, -1.9, -1.1], [-0.7, -3.0, 0.7], [-0.6, -0.3, 0.0], [-1.5, 2.1, 1.9], [-1.7, -0.4, -2.9], [0.6, -0.4, 1.0], [-0.3, 0.3, -0.1], [-0.9, 0.4, 0.4], [0.2, 1.4, 1.2], [0.9, -1.0, -0.3], [0.4, 1.1, -0.2], [0.5, 0.8, -0.1], [0.4, 1.8, 1.1], [0.5, -2.4, -0.5]], "mulliken_charge": [-0.537, -0.406, -0.136, -0.013, -0.136, -0.409, -0.724, 0.379, -0.471, 0.291, 0.496, 0.257, 0.239, 0.276, 0.215, 0.199, 0.213, 0.267]}


{"formula": "C5H7N3O4", "method": "ωB97M-V/def2-TZVPD", "lumo_energy_ev": -1.337, "e_homo_ev": -9.78, "charge": 0, "total_energy_ha": -659.7382, "mol_weight_g_mol": 173.13, "symbols": ["O", "O", "O", "O", "N", "N", "N", "C", "C", "C", "C", "C", "H", "H", "H", "H", "H", "H", "H"], "positions_angstrom": [[-0.133, 2.525, -0.434], [-1.771, -2.421, -0.244], [-3.395, 1.444, 0.511], [-4.008, -0.611, 0.086], [-3.196, 0.282, 0.254], [-1.903, -0.101, 0.170], [-0.025, -1.013, -0.505], [2.014, 0.142, -1.031], [0.656, 0.177, -0.171], [-0.056, 1.365, -0.358], [-1.361, -1.295, -0.120], [1.203, 0.256, 1.286], [1.855, -0.505, 1.513], [0.516, -1.878, -0.534], [1.983, 0.973, 1.490], [2.745, -0.608, -0.818], [1.920, -0.042, -2.098], [0.507, 0.232, 2.087], [2.449, 1.078, -1.083]], "forces_ev_per_a": [[-0.1, -4.1, 0.1], [-0.2, -0.2, 0.5], [-0.4, 0.5, 0.0], [-0.8, 0.6, 0.1], [0.4, -2.2, -0.1], [2.0, 3.1, 0.3], [-0.4, -1.3, 0.1], [-1.5, -0.1, -1.4], [4.4, -3.3, 0.0], [-2.5, 4.9, 0.0], [-0.3, 0.1, -1.2], [-0.2, 1.3, 0.3], [0.9, -3.0, -0.3], [0.0, 0.6, 0.0], [-0.4, 1.6, -0.4], [0.1, -0.5, 1.4], [-1.2, -0.2, -0.2], [-1.1, 0.4, 0.3], [1.2, 2.0, 0.7]], "mulliken_charge": [-0.237, -0.600, -0.634, -0.571, 0.832, -0.254, -0.250, -1.749, 1.470, 0.342, 0.345, -1.732, 0.508, 0.304, 0.460, 0.422, 0.454, 0.385, 0.505]}


{"formula": "C5H7N3S", "method": "ωB97M-V/def2-TZVPD", "smiles": "Cc1nnn2c1SCC2", "lumo_energy_ev": 0.589, "e_homo_ev": -8.35, "charge": 0, "total_energy_ha": -757.1115, "mol_weight_g_mol": 141.20, "symbols": ["S", "N", "N", "N", "C", "C", "C", "C", "C", "H", "H", "H", "H", "H", "H", "H"], "positions_angstrom": [[1.347, -1.307, 0.285], [-1.856, 0.841, -0.092], [0.233, 0.922, 0.013], [-0.889, 1.641, -0.095], [2.392, 0.124, -0.216], [-0.098, -0.385, 0.112], [-1.492, -0.465, 0.049], [-2.560, -1.537, -0.030], [1.604, 1.324, 0.239], [-2.321, -2.140, -0.935], [1.858, 1.475, 1.297], [1.738, 2.343, -0.161], [2.411, -0.094, -1.223], [3.496, 0.115, 0.076], [-3.401, -0.943, -0.298], [-2.463, -1.914, 0.979]], "forces_ev_per_a": [[0.8, -1.4, 0.9], [-2.0, -0.6, 0.0], [-1.0, -0.5, 0.5], [1.4, 2.0, 0.0], [1.4, -0.2, 1.1], [-0.3, -0.3, -0.1], [1.7, 0.9, -0.8], [2.8, 1.2, -0.8], [0.0, 1.1, 0.4], [-0.2, -0.4, 1.2], [-0.6, -0.3, 0.2], [0.3, -0.7, -0.6], [0.0, 0.6, -2.5], [-1.7, -0.2, 0.3], [-1.2, 0.0, 0.5], [-1.1, -1.2, -0.2]], "mulliken_charge": [-0.199, -0.223, 0.716, -1.014, -0.498, 0.433, 0.274, -1.082, -0.539, 0.262, 0.239, 0.330, 0.289, 0.367, 0.327, 0.318]}